Entry 1:
{"formula": "C4H6NaO2", "method": "the ωB97M-V functional and the def2-TZVPD basis", "mol_weight_g_mol": 109.08, "de_lowest_kj_mol": 58.1, "lumo_energy_ev": [-0.734, -1.025], "gap_ev": [6.48, 6.64], "spin_multiplicity": 2, "symbols": ["O", "C", "C", "C", "C", "O", "Na", "H", "H", "H", "H", "H", "H"], "coordinates": [[-2.697, 1.245, 0.302], [-1.767, 0.388, 0.794], [-0.475, 0.327, 0.433], [0.546, -0.696, 0.410], [1.814, -0.370, -0.390], [1.583, -0.389, -1.748], [-0.059, 0.038, -2.734], [-2.278, 1.922, -0.243], [-2.159, -0.199, 1.633], [0.112, -1.667, 0.111], [0.599, -0.119, 1.558], [2.593, -1.102, -0.080], [2.189, 0.623, -0.048]]}

---

Entry 2:
{"formula": "C23H41IP2Tl", "method": "the ωB97M-V functional and the def2-TZVPD basis", "mol_weight_g_mol": 710.82, "total_charge": 1, "de_lowest_kj_mol": 79.8, "lumo_energy_ev": [-6.527, -6.537], "gap_ev": [4.04, 4.03], "symbols": ["Tl", "C", "C", "C", "C", "C", "C", "H", "H", "H", "C", "H", "H", "H", "C", "H", "H", "H", "C", "H", "H", "H", "C", "H", "H", "H", "C", "C", "C", "C", "C", "C", "C", "C", "H", "H", "H", "H", "H", "H", "H", "H", "H", "H", "H", "H", "P", "C", "C", "P", "C", "C", "C", "H", "H", "H", "H", "H", "H", "H", "H", "H", "H", "H", "H", "H", "H", "I"], "coordinates": [[0.578, 2.249, 2.154], [3.755, 0.444, 3.017], [4.071, 0.424, 1.634], [3.659, 2.607, 2.244], [3.478, 1.785, 3.391], [4.000, 1.761, 1.153], [3.545, -0.742, 3.872], [3.193, -1.605, 3.291], [2.783, -0.547, 4.645], [4.459, -1.064, 4.399], [2.847, 2.212, 4.661], [2.542, 1.347, 5.264], [1.938, 2.821, 4.493], [3.515, 2.815, 5.295], [3.319, 4.047, 2.137], [4.124, 4.726, 2.471], [2.421, 4.309, 2.721], [3.118, 4.333, 1.096], [3.979, 2.172, -0.263], [4.962, 2.497, -0.644], [3.282, 3.014, -0.424], [3.633, 1.352, -0.913], [4.182, -0.787, 0.795], [5.207, -1.080, 0.522], [3.632, -0.656, -0.149], [3.752, -1.661, 1.303], [-0.964, -0.219, 2.390], [0.039, -1.104, 2.310], [0.432, -1.871, 1.109], [0.241, -1.300, -0.308], [0.651, 0.093, -0.615], [-0.180, 1.131, -0.474], [-1.549, 1.091, 0.115], [-1.907, 0.123, 1.288], [-0.178, -2.807, 1.035], [-0.812, -1.457, -0.633], [1.501, -2.117, 1.261], [-2.328, -0.808, 0.873], [-1.329, 0.103, 3.371], [0.578, -1.402, 3.210], [-2.743, 0.651, 1.780], [-1.807, 2.120, 0.441], [0.084, 2.116, -0.850], [-2.279, 0.800, -0.673], [0.894, -1.947, -0.927], [1.614, 0.197, -1.110], [-3.149, -2.070, -1.994], [-4.589, -2.213, -0.853], [-3.164, -3.833, -2.531], [-2.834, -0.397, -4.362], [-4.106, -1.362, -3.415], [-2.738, -1.482, -5.847], [-4.025, 0.788, -5.116], [-4.873, -1.208, -0.527], [-4.283, -2.810, 0.013], [-5.433, -2.697, -1.361], [-4.184, -4.150, -2.783], [-2.798, -4.414, -1.676], [-2.500, -3.980, -3.388], [-4.859, 0.263, -5.596], [-3.472, 1.371, -5.858], [-4.400, 1.445, -4.326], [-4.860, -0.652, -3.045], [-4.603, -2.149, -4.007], [-2.197, -0.907, -6.608], [-3.740, -1.732, -6.213], [-2.176, -2.389, -5.604], [-0.948, 4.411, 3.343]]}

---

Entry 3:
{"formula": "C3H2FO2Sm", "method": "the ωB97M-V functional and the def2-TZVPD basis", "mol_weight_g_mol": 239.41, "total_charge": 1, "de_lowest_kj_mol": 292.4, "lumo_energy_ev": [-6.253, -6.081], "gap_ev": [5.94, 6.14], "spin_multiplicity": 7, "symbols": ["O", "C", "C", "O", "C", "F", "H", "H", "Sm"], "coordinates": [[1.025, -1.594, -0.932], [0.093, -3.550, -2.532], [1.377, -2.019, 0.187], [-0.159, -4.325, -1.705], [0.534, -2.853, 1.003], [2.725, -2.355, 0.289], [-0.543, -2.786, 0.817], [1.037, -3.726, 1.432], [0.556, -1.096, 3.197]]}

---

no.,E (eV)
1,-12751.6038
2,-55878.6580
3,-27849.5169